Record 1
Below is C2H2ClN in the gas phase at a distorted geometry, with properties calculated with wB97M-V/def2-TZVPD.

Computed properties:
energy: -592.26789 Ha
SMILES: Cl[C@H]1C=N1
relative energy (zero: lowest compared OMol25 entry of this formula, charge and spin): 38.1 kcal/mol
net charge: 0
Kohn-Sham gap: 10.83 eV

Structure (XYZ):
```
6
C2H2ClN wB97M-V/def2-TZVPD
Cl 2.11 -0.32 0.05
C 0.30 -0.12 -0.42
C -0.83 0.12 0.48
N -0.43 1.13 -0.16
H 0.08 -0.61 -1.37
H -1.24 -0.21 1.41
```

Record 2
Below is a molecular structure, C22H24HgN4O2Si, with properties calculated with wB97M-V/def2-TZVPD.

Computed properties:
expectation value of S²: 0.78
energy: -1665.13842 Ha
relative energy (zero: lowest compared OMol25 entry of this formula, charge and spin): 0.0 kcal/mol
multiplicity: 2
net charge: -1
Kohn-Sham gap (spin up / spin down): 4.91 / 7.77 eV

Structure (XYZ):
```
54
C22H24HgN4O2Si wB97M-V/def2-TZVPD
Hg -0.72 0.71 0.19
C 0.90 -0.79 4.62
C 0.79 -0.09 3.41
N 0.18 -0.54 2.35
C -0.39 -1.78 2.38
C -0.31 -2.57 3.57
C 0.34 -2.05 4.68
C -0.90 -3.88 3.56
C -1.50 -4.36 2.45
C -1.59 -3.59 1.23
C -2.19 -4.10 0.09
C -2.23 -3.29 -1.07
C -1.70 -2.03 -1.01
N -1.13 -1.49 0.08
C -1.04 -2.27 1.22
H 1.42 -0.35 5.46
H 1.23 0.90 3.33
H 0.40 -2.65 5.58
H -0.84 -4.48 4.47
H -1.94 -5.35 2.44
H -2.61 -5.10 0.10
H -2.66 -3.65 -2.00
H -1.69 -1.38 -1.88
O -0.24 0.41 -2.30
N 0.93 0.15 -2.67
N 1.83 0.22 -1.75
O 1.60 0.54 -0.51
C 3.17 -0.08 -2.13
C 3.53 -0.32 -3.45
C 4.85 -0.61 -3.76
C 5.82 -0.66 -2.76
C 5.44 -0.42 -1.44
C 4.12 -0.13 -1.12
H 2.78 -0.27 -4.22
H 5.13 -0.79 -4.79
H 6.85 -0.89 -3.00
H 6.18 -0.46 -0.65
H 3.80 0.06 -0.11
C -3.01 5.13 -0.07
Si -2.26 3.47 -0.56
C -1.03 3.77 -1.94
C -3.66 2.39 -1.21
C -1.42 2.62 0.87
H -3.49 5.62 -0.91
H -2.23 5.81 0.32
H -3.76 5.00 0.72
H -1.48 4.34 -2.76
H -0.67 2.82 -2.34
H -0.16 4.33 -1.58
H -4.23 2.91 -1.99
H -4.35 2.11 -0.41
H -3.26 1.47 -1.64
H -2.08 2.44 1.71
H -0.55 3.20 1.22
```

Record 3
Below is a molecular structure, C39H36HfN6O2S2 at a distorted geometry, with properties calculated with wB97M-V/def2-TZVPD.

Computed properties:
energy: -2830.89847 Ha
relative energy (zero: lowest compared OMol25 entry of this formula, charge and spin): 24.7 kcal/mol
net charge: +2
Kohn-Sham gap: 6.60 eV

Structure (XYZ):
```
86
C39H36HfN6O2S2 wB97M-V/def2-TZVPD
Hf -0.61 0.58 0.49
O 0.91 1.47 1.64
C 1.10 2.65 2.28
C 1.82 2.68 3.47
C 1.91 3.80 4.29
C 1.35 5.00 3.83
C 0.65 5.03 2.65
C 0.44 3.85 1.91
C -0.34 3.87 0.71
N -0.91 2.90 0.12
C -1.76 3.21 -1.05
C -1.41 2.25 -2.20
N -1.52 0.96 -1.60
C -2.24 0.09 -2.26
C -2.71 -1.16 -1.72
C -3.21 -2.09 -2.65
C -3.64 -3.34 -2.25
C -3.75 -3.56 -0.88
C -3.32 -2.64 0.06
C -2.74 -1.42 -0.31
O -2.29 -0.56 0.65
H 2.20 1.72 3.65
H 2.45 3.86 5.25
H 1.26 5.73 4.56
H 0.29 5.99 2.30
H -0.57 4.85 0.34
H -1.70 4.23 -1.32
H -2.82 3.10 -0.85
H -0.43 2.53 -2.51
H -2.26 2.54 -2.86
H -2.51 0.42 -3.28
H -3.23 -1.86 -3.75
H -4.00 -4.00 -3.03
H -4.36 -4.40 -0.54
H -3.31 -2.83 1.15
S -0.66 -5.32 1.51
C -1.08 -6.98 1.41
C -1.16 -7.48 0.17
C -0.84 -6.44 -0.81
C -0.57 -5.22 -0.23
C -0.21 -3.92 -0.83
C -0.37 -2.73 -0.03
N 0.11 -1.56 -0.39
C 0.76 -1.43 -1.57
C 0.79 -2.48 -2.52
C 1.45 -2.26 -3.76
C 2.26 -1.22 -4.00
C 2.29 -0.15 -3.05
C 3.11 0.96 -3.17
C 3.06 1.99 -2.25
C 2.10 1.88 -1.21
N 1.29 0.79 -1.10
C 1.42 -0.25 -1.95
C 4.07 3.01 -2.16
C 4.29 3.95 -1.15
C 5.45 4.68 -1.32
C 6.13 4.41 -2.52
S 5.40 3.10 -3.32
C 0.32 -3.68 -2.09
H -1.24 -7.52 2.35
H -1.49 -8.48 -0.07
H -0.95 -6.54 -1.90
H -0.86 -2.61 0.93
H 1.31 -3.03 -4.43
H 2.77 -1.08 -4.97
H 3.83 0.90 -4.05
H 2.11 2.64 -0.44
H 3.65 3.94 -0.23
H 5.85 5.38 -0.63
H 6.96 4.89 -2.92
H 0.39 -4.44 -2.84
N -1.89 1.25 2.33
C -2.54 0.39 3.36
C -1.61 -0.43 4.19
C -0.81 -1.44 3.48
N 0.10 -0.92 2.44
H -1.37 2.09 2.70
H -2.67 1.71 1.91
H -3.23 -0.27 2.78
H -3.14 0.96 4.08
H -2.18 -0.87 5.00
H -0.89 0.29 4.76
H -1.50 -2.16 3.00
H -0.19 -1.99 4.21
H 0.77 -1.59 2.17
H 0.69 -0.15 2.80
```

Record 4
Below is a molecular structure, C19H26I2N2O4PPdS4Sb at a distorted geometry, with properties calculated with wB97M-V/def2-TZVPD.

Computed properties:
energy: -4047.84688 Ha
relative energy (zero: lowest compared OMol25 entry of this formula, charge and spin): 0.0 kcal/mol
net charge: 0
Kohn-Sham gap: 6.63 eV

Structure (XYZ):
```
60
C19H26I2N2O4PPdS4Sb wB97M-V/def2-TZVPD
Pd 0.79 0.66 -0.11
I -2.05 -3.67 5.52
C -1.50 -2.74 3.73
C -2.36 -2.76 2.65
C -1.98 -2.14 1.47
I -3.32 -2.13 -0.12
C -0.73 -1.51 1.31
O -0.42 -0.98 0.16
C 0.12 -1.50 2.44
C 1.43 -0.78 2.39
N 1.25 0.65 2.05
C 0.34 1.34 2.98
C -1.06 1.51 2.42
C -2.20 1.31 3.18
C -3.43 1.57 2.60
C -3.48 2.04 1.30
C -2.29 2.20 0.61
N -1.10 1.92 1.16
C -0.27 -2.11 3.63
H -3.33 -3.23 2.72
H 2.09 -1.21 1.62
H 1.95 -0.86 3.35
H 2.16 1.10 2.14
H 0.75 2.34 3.16
H 0.29 0.82 3.94
H -2.12 0.95 4.20
H -4.34 1.41 3.17
H -4.42 2.26 0.82
H -2.27 2.56 -0.41
H 0.40 -2.08 4.48
S 4.15 1.81 3.46
Sb 5.08 2.46 1.43
S 1.84 2.70 -0.43
S 3.49 1.47 -0.28
S 3.61 3.82 2.56
C -2.39 -0.62 -3.44
C -1.72 0.55 -2.75
O -0.35 0.64 -3.18
P 0.86 0.14 -2.27
O 0.85 -1.42 -2.49
C 1.56 -2.37 -1.67
C 0.70 -3.59 -1.49
O 2.10 0.59 -3.15
C 2.31 1.91 -3.68
C 2.51 1.80 -5.17
H -3.44 -0.67 -3.15
H -1.91 -1.56 -3.15
H -2.32 -0.51 -4.52
H -1.76 0.45 -1.66
H -2.18 1.49 -3.04
H 1.79 -1.91 -0.70
H 2.50 -2.59 -2.18
H -0.23 -3.32 -1.01
H 1.22 -4.33 -0.87
H 0.48 -4.05 -2.46
H 3.18 2.32 -3.17
H 1.45 2.54 -3.44
H 3.35 1.15 -5.40
H 2.71 2.79 -5.59
H 1.62 1.39 -5.65
```